DFT (the ωB97M-V functional and the def2-TZVPD basis) results for a cluster of 2 separate species, C17H14N6O4 in total in a non-equilibrium geometry.

```
41
Properties=species:S:1:pos:R:3:nbo_charge:R:1
N -0.723 5.494 -4.589 -0.2402
C -0.650 4.411 -4.174 0.2546
C -0.577 3.107 -3.694 -0.1676
C 0.333 2.210 -4.197 -0.1024
C 0.411 0.887 -3.727 0.0139
N 1.398 -0.010 -4.294 0.5089
O 1.905 0.273 -5.386 -0.3574
O 1.699 -1.029 -3.663 -0.3604
C -0.440 0.433 -2.746 -0.1085
C -1.383 1.324 -2.249 0.0485
C -1.472 2.637 -2.689 0.1155
N -2.502 3.255 -2.077 -0.1104
O -3.097 2.431 -1.233 -0.0508
N -2.426 1.266 -1.344 0.3941
O -2.707 0.220 -0.710 -0.3925
H 1.004 2.517 -4.985 0.2694
H -0.396 -0.588 -2.403 0.2733
C 1.972 -0.256 0.016 -0.6792
C 1.314 -0.729 1.092 0.3907
N 1.071 -0.044 2.303 -0.3919
C 1.337 1.371 2.515 -0.3977
C 0.284 -0.860 3.150 0.1206
C -0.274 -0.635 4.402 -0.2443
C -1.058 -1.622 4.965 -0.2242
C -1.281 -2.823 4.302 -0.2204
C -0.727 -3.062 3.061 -0.2747
C 0.055 -2.074 2.477 0.2099
N 0.698 -1.993 1.220 -0.4107
C 0.520 -2.936 0.125 -0.3949
H 2.084 -0.847 -0.869 0.2196
H 2.410 0.721 0.023 0.2120
H 1.016 1.676 3.509 0.2162
H 2.403 1.567 2.416 0.2083
H 0.794 1.960 1.778 0.1978
H -0.100 0.295 4.913 0.2118
H -1.512 -1.455 5.928 0.2141
H -1.905 -3.574 4.758 0.2143
H -0.898 -3.990 2.545 0.2132
H -0.005 -3.825 0.468 0.2166
H -0.066 -2.470 -0.665 0.1929
H 1.489 -3.231 -0.274 0.2116
```

Output
* 2S+1: 1
* gap between HOMO and LUMO: 4.65 eV
* SMILES: N#Cc1cc([N+](=O)[O-])cc2c1no[n+]2[O-].C=C1N(C)c2ccccc2N1C
* E_LUMO: -2.42 eV
* E_HOMO: -0.260 hartree
* molecular weight: 366.34 g/mol

DFT (the ωB97M-V functional and the def2-TZVPD basis) results for a structure of composition C17H14NO6Pd.

```
39
Properties=species:S:1:pos:R:3:nbo_charge:R:1
Pd 1.499 1.182 -1.222 1.0540
O 4.744 -0.895 -2.464 -0.6498
C 3.766 -0.202 -2.246 0.7447
O 3.287 0.133 -1.096 -0.7125
C 2.980 0.361 -3.439 0.1038
C 3.216 0.128 -4.780 -0.2102
C 2.351 0.696 -5.711 -0.1737
C 1.271 1.466 -5.291 -0.2121
C 1.091 1.661 -3.935 0.1130
N 1.954 1.124 -3.080 -0.3793
C -0.051 2.426 -3.251 0.7453
O -0.895 2.963 -3.949 -0.6495
O 0.019 2.436 -1.963 -0.7100
H 4.055 -0.495 -5.056 0.2420
H 2.511 0.524 -6.768 0.2130
H 0.559 1.907 -5.974 0.2423
C -3.089 -1.509 5.247 -0.6204
C -2.307 -1.132 4.017 -0.0258
C -1.007 -1.583 3.830 -0.2314
C -0.266 -1.223 2.709 0.0094
C 1.136 -1.727 2.509 -0.6448
C -0.855 -0.397 1.754 -0.0639
C -2.160 0.068 1.913 0.0134
C -2.770 0.977 0.883 -0.6455
C -2.868 -0.308 3.048 -0.2309
C -0.077 -0.014 0.522 0.7520
O 0.756 0.953 0.687 -0.7297
O -0.262 -0.609 -0.543 -0.6965
H -2.621 -2.344 5.770 0.2063
H -4.111 -1.798 4.994 0.2084
H -3.150 -0.672 5.947 0.2095
H -0.555 -2.232 4.574 0.1918
H 1.494 -2.252 3.395 0.1997
H 1.816 -0.904 2.286 0.2428
H 1.182 -2.412 1.660 0.2283
H -2.569 0.618 -0.126 0.2447
H -2.341 1.979 0.952 0.2298
H -3.849 1.056 1.022 0.1997
H -3.886 0.050 3.176 0.1922
```

Output
* 2S+1: 1
* gap between HOMO and LUMO: 8.16 eV
* E_LUMO: 2.66 eV
* E_HOMO: -0.202 hartree
* total charge: -1
* molecular weight: 434.72 g/mol

DFT (the ωB97M-V functional and the def2-TZVPD basis) results for the ion C17H15BrF14NO2 with charge +1 in a non-equilibrium geometry.

```
50
Properties=species:S:1:pos:R:3:nbo_charge:R:1
C -0.019 3.809 4.073 -0.6295
C 0.860 4.683 3.169 -0.4403
C 1.588 3.863 2.113 0.1785
F 2.186 2.784 2.739 -0.3440
C 0.724 3.339 0.976 0.0545
C -0.624 3.694 0.888 -0.2164
C -1.389 3.226 -0.165 0.0884
N -0.885 2.398 -1.106 -0.2930
C -1.838 1.976 -2.171 0.0711
O -2.555 0.854 -1.773 -0.2536
O -3.903 1.194 -1.476 -0.3984
C 0.414 1.988 -1.068 0.2860
C 0.942 1.042 -2.107 -0.4654
C 1.510 -0.279 -1.542 -0.4681
C 0.654 -1.457 -1.965 0.6481
F 0.918 -1.754 -3.261 -0.3195
F -0.660 -1.150 -1.890 -0.3216
C 0.934 -2.705 -1.093 0.5821
F 2.258 -2.764 -0.865 -0.3001
F 0.327 -2.509 0.091 -0.3063
C 0.497 -4.048 -1.735 0.5849
F -0.656 -3.915 -2.395 -0.2924
F 1.449 -4.364 -2.624 -0.2881
C 0.396 -5.231 -0.726 0.5833
F 0.575 -6.352 -1.429 -0.2806
F 1.390 -5.148 0.167 -0.2984
C -0.987 -5.339 0.015 0.5533
F -1.716 -6.276 -0.591 -0.2844
F -1.647 -4.178 -0.014 -0.2983
C -0.854 -5.766 1.500 0.9253
F -0.198 -6.897 1.611 -0.2905
F -2.076 -5.930 1.979 -0.2969
F -0.262 -4.823 2.210 -0.3012
C 1.231 2.489 -0.031 -0.1101
Br 3.081 2.118 -0.047 0.1846
H -0.177 2.812 3.668 0.2097
H -0.999 4.245 4.252 0.2199
H 0.447 3.675 5.044 0.2411
H 1.634 5.171 3.753 0.2443
H 0.295 5.467 2.671 0.2119
H 2.385 4.468 1.674 0.2062
H -1.104 4.338 1.604 0.2611
H -2.422 3.521 -0.263 0.2355
H -2.523 2.804 -2.332 0.2256
H -1.322 1.793 -3.102 0.2209
H -3.893 1.478 -0.549 0.4568
H 1.716 1.578 -2.656 0.2673
H 0.186 0.777 -2.832 0.2469
H 1.598 -0.268 -0.460 0.2446
H 2.510 -0.432 -1.932 0.2651
```

Output
* 2S+1: 1
* gap between HOMO and LUMO: 9.09 eV
* SMILES: CC[C@@H](F)c1cc[n+](COO)c(CCC(F)(F)C(F)(F)C(F)(F)C(F)(F)C(F)(F)C(F)(F)F)c1Br
* E_LUMO: -4.72 eV
* E_HOMO: -0.508 hartree
* total charge: +1
* molecular weight: 611.19 g/mol

DFT (the ωB97M-V functional and the def2-TZVPD basis) results for a structure of composition C17H15BrFeO3 in a non-equilibrium geometry.

```
37
Properties=species:S:1:pos:R:3:lowdin_spin:R:1
C 1.599 -0.499 -2.167 0.0606
C 0.751 0.633 -2.133 0.1474
C 0.649 1.088 -0.791 0.0764
H 0.254 1.155 -2.966 0.0055
C 1.439 0.233 0.049 0.1374
C 2.132 -0.675 -0.815 0.0245
H 2.946 -1.341 -0.482 0.0012
H 1.900 -0.997 -3.105 0.0013
H 0.227 2.037 -0.527 0.0009
H 1.703 0.475 1.077 0.0062
Fe 0.367 -2.006 -0.838 3.8120
Br -1.917 -2.149 -0.285 0.2309
C 0.456 -4.022 0.365 0.1206
C 1.851 -3.828 0.451 0.1052
C 2.370 -3.676 -0.865 0.1801
H 2.450 -4.008 1.347 0.0033
C 1.298 -3.737 -1.801 0.0396
C 0.077 -4.012 -1.047 0.0263
H -0.833 -4.391 -1.473 0.0030
H -0.192 -4.331 1.175 0.0044
H 3.433 -3.762 -1.118 0.0083
H 1.388 -3.899 -2.875 0.0026
O -2.261 2.386 3.163 0.0000
C -3.051 2.998 2.406 0.0000
C -3.810 4.191 2.769 0.0000
C -4.704 4.746 1.864 0.0000
C -4.872 4.185 0.587 0.0000
C -4.085 3.097 0.174 0.0000
C -3.189 2.501 1.031 0.0001
C -2.220 1.496 0.494 0.0001
O -2.189 1.245 -0.707 0.0011
O -1.389 0.960 1.385 0.0009
H -1.646 1.507 2.277 0.0000
H -3.686 4.556 3.789 0.0000
H -5.263 5.647 2.134 0.0000
H -5.547 4.629 -0.162 0.0000
H -4.097 2.632 -0.805 0.0000
```

Output
* 2S+1: 6
* gap between HOMO and LUMO (alpha / beta): 6.43 / 4.71 eV
* E_LUMO (alpha / beta): 2.70 / 0.99 eV
* E_HOMO (alpha / beta): -0.137 / -0.137 hartree
* total charge: -1
* molecular weight: 403.05 g/mol

DFT (the ωB97M-V functional and the def2-TZVPD basis) results for a structure of composition C17H15BrNO5RuSSi in a non-equilibrium geometry.

```
42
Properties=species:S:1:pos:R:3:nbo_charge:R:1
Ru -0.154 1.109 0.074 0.4877
O 5.704 -0.659 -0.323 -0.6132
C 4.444 -0.239 -0.410 0.3995
C 3.716 -0.199 -1.601 -0.3105
C 2.415 0.251 -1.578 0.1063
N 1.833 0.659 -0.445 -0.4891
C 2.544 0.598 0.674 0.1882
Br 1.453 1.172 2.127 0.3049
C 3.834 0.177 0.780 -0.3121
H 6.048 -0.952 -1.177 0.5035
H 4.157 -0.524 -2.534 0.2459
H 1.805 0.290 -2.470 0.2406
H 4.366 0.144 1.719 0.2704
C -1.074 5.872 4.200 -0.1532
C 0.163 5.423 3.747 -0.2263
C 0.237 4.607 2.632 -0.1124
C -0.926 4.235 1.946 -0.6140
C -2.161 4.701 2.410 -0.1476
C -2.234 5.512 3.533 -0.2035
Si -1.047 3.180 0.458 1.5476
C 0.368 3.088 -0.862 -0.5530
C -0.144 3.238 -2.168 -0.0651
C 0.538 3.983 -3.114 -0.2278
C 1.732 4.606 -2.767 -0.1248
C 2.254 4.476 -1.484 -0.2267
C 1.577 3.722 -0.543 -0.1296
H -1.128 6.508 5.074 0.2316
H 1.067 5.713 4.265 0.2282
H 1.207 4.276 2.293 0.1941
H -3.075 4.430 1.896 0.2280
H -3.195 5.863 3.883 0.2342
H -2.347 3.389 -0.174 -0.1462
H -1.072 2.743 -2.431 0.2410
H 0.139 4.086 -4.114 0.2384
H 2.261 5.200 -3.501 0.2352
H 3.183 4.966 -1.225 0.2354
H 1.988 3.618 0.452 0.2142
O -0.707 -0.819 0.412 -0.8563
S -2.012 -0.254 -0.146 2.5040
O -3.128 -1.095 -0.280 -0.8421
O -2.122 0.981 0.791 -0.8651
O -1.465 0.444 -1.388 -0.8601
```

Output
* 2S+1: 1
* gap between HOMO and LUMO: 8.69 eV
* E_LUMO: -3.86 eV
* E_HOMO: -0.461 hartree
* total charge: +1
* molecular weight: 554.44 g/mol

DFT (the ωB97M-V functional and the def2-TZVPD basis) results for a structure of composition C17H15ClF3INO5S2 in a non-equilibrium geometry.

```
45
Properties=species:S:1:pos:R:3:nbo_charge:R:1
C -4.074 -0.978 2.797 -0.4708
C -3.227 0.387 2.511 0.1649
C -3.744 1.665 3.108 -0.6447
C -1.699 0.217 2.605 -0.0238
C -0.793 1.246 2.963 -0.1100
I -1.137 2.965 4.305 0.0711
C 0.548 1.256 2.534 -0.2655
C 1.128 0.231 1.767 -0.3189
C 0.278 -0.921 1.691 -0.1833
C -1.012 -1.011 2.243 -0.2337
O -3.945 0.072 1.412 -0.8524
S -0.351 1.193 -0.672 0.3291
C -1.750 2.482 -1.293 0.8958
F -2.231 3.297 -0.342 -0.3038
F -1.355 3.293 -2.319 -0.3359
F -2.745 1.670 -1.708 -0.3114
H -3.996 -1.156 3.893 0.0675
H -5.132 -0.790 2.584 0.2001
H -3.664 -1.832 2.274 0.1868
H -3.749 1.652 4.206 0.1945
H -3.123 2.463 2.691 0.1930
H -4.740 1.797 2.690 0.2304
H 1.202 2.046 2.873 0.2179
H 2.121 0.257 1.403 0.2268
H 0.721 -1.790 1.210 0.1776
H -1.510 -2.003 2.427 0.2309
O 3.785 -4.364 -4.750 -0.3798
N 3.033 -4.207 -3.761 0.4967
O 2.378 -5.174 -3.305 -0.3716
C 2.922 -2.920 -3.169 0.0216
C 2.052 -2.726 -2.084 -0.1527
C 1.855 -1.448 -1.594 -0.2394
C 2.563 -0.387 -2.168 -0.1602
S 2.570 1.384 -1.678 2.1228
C 0.829 1.965 -1.413 -0.6963
Cl 1.224 3.508 -0.469 -0.0534
O 3.439 1.476 -0.523 -0.8893
O 2.745 2.224 -2.839 -0.9341
C 3.446 -0.588 -3.233 -0.2351
C 3.635 -1.858 -3.722 -0.1578
H 1.545 -3.593 -1.666 0.2593
H 1.104 -1.293 -0.794 0.2653
H 0.593 2.072 -2.460 0.2695
H 3.944 0.248 -3.696 0.2521
H 4.319 -2.029 -4.531 0.2497
```

Output
* 2S+1: 1
* gap between HOMO and LUMO: 1.88 eV
* E_LUMO: 0.14 eV
* E_HOMO: -0.064 hartree
* total charge: -1
* molecular weight: 596.79 g/mol